{"formula": "C25H35N9O10", "method": "the ωB97M-V functional and the def2-TZVPD basis", "species": ["N", "C", "C", "C", "C", "C", "H", "H", "H", "H", "H", "N", "C", "C", "C", "C", "C", "H", "H", "H", "H", "H", "N", "C", "C", "C", "C", "C", "H", "H", "H", "H", "H", "N", "C", "C", "C", "C", "C", "H", "H", "H", "H", "H", "C", "N", "O", "O", "H", "H", "H", "C", "N", "O", "O", "H", "H", "H", "C", "N", "O", "O", "H", "H", "H", "C", "N", "O", "O", "H", "H", "H", "C", "N", "O", "O", "H", "H", "H"], "xyz": [[-2.769, -1.939, -1.143], [-2.655, -2.515, 0.073], [-2.501, -3.887, 0.168], [-2.307, -4.698, -0.940], [-2.388, -4.063, -2.171], [-2.669, -2.693, -2.229], [-3.016, -1.826, 0.825], [-2.430, -4.419, 1.110], [-1.893, -5.691, -0.846], [-2.358, -4.590, -3.118], [-2.789, -2.268, -3.217], [-1.225, -2.499, 3.246], [-0.249, -1.570, 3.307], [1.069, -1.894, 3.530], [1.434, -3.251, 3.572], [0.426, -4.195, 3.526], [-0.888, -3.760, 3.457], [-0.565, -0.538, 3.227], [1.798, -1.100, 3.621], [2.460, -3.537, 3.757], [0.692, -5.244, 3.563], [-1.770, -4.393, 3.414], [-2.653, 3.910, 0.674], [-2.601, 4.728, -0.384], [-2.089, 6.014, -0.318], [-1.726, 6.551, 0.888], [-1.798, 5.734, 2.010], [-2.189, 4.409, 1.833], [-3.020, 4.361, -1.313], [-2.131, 6.604, -1.227], [-1.479, 7.603, 0.943], [-1.378, 6.045, 2.957], [-2.232, 3.692, 2.644], [1.654, -1.387, -3.526], [2.404, -2.162, -4.310], [3.207, -1.641, -5.309], [3.270, -0.260, -5.480], [2.545, 0.534, -4.613], [1.777, -0.073, -3.616], [2.396, -3.231, -4.135], [3.664, -2.347, -5.992], [3.902, 0.144, -6.259], [2.506, 1.597, -4.817], [1.179, 0.507, -2.930], [0.904, -3.388, -0.231], [1.464, -4.294, -1.253], [2.475, -3.909, -1.811], [0.858, -5.311, -1.539], [0.394, -3.908, 0.572], [0.266, -2.611, -0.652], [1.713, -2.799, 0.202], [4.901, 0.828, -1.599], [4.535, 0.687, -0.163], [3.974, 1.650, 0.325], [4.788, -0.337, 0.418], [4.717, 1.842, -1.924], [4.329, 0.095, -2.163], [5.958, 0.595, -1.728], [1.675, 3.207, 2.484], [1.053, 4.290, 3.282], [1.389, 5.431, 3.021], [0.245, 4.001, 4.146], [1.051, 2.323, 2.558], [2.651, 2.983, 2.906], [1.752, 3.612, 1.481], [-0.969, 0.939, -0.153], [0.342, 1.535, -0.487], [0.393, 2.737, -0.646], [1.273, 0.771, -0.598], [-0.939, -0.073, -0.549], [-1.822, 1.497, -0.520], [-1.112, 0.845, 0.924], [-4.459, 0.800, 0.755], [-3.736, 0.845, 2.054], [-2.963, -0.056, 2.358], [-3.904, 1.829, 2.742], [-4.263, -0.086, 0.159], [-4.044, 1.667, 0.234], [-5.507, 1.002, 0.945]], "atomic_forces_ev_per_a": [[0.06, 0.44, -0.13], [-1.70, -0.02, -1.59], [0.61, -0.85, 1.15], [0.77, 1.28, -0.73], [-0.63, 0.05, -0.35], [0.45, -1.02, 0.32], [0.85, -0.47, 0.81], [-0.13, 0.53, 0.27], [-0.56, -0.26, 0.03], [0.33, -0.17, 0.13], [-0.02, 0.47, 0.15], [0.38, 1.04, 0.47], [-0.67, -0.56, 0.12], [0.58, -0.51, -0.25], [-0.43, 0.91, 0.47], [0.46, -0.37, 0.26], [-0.57, 0.16, -1.09], [-0.08, 0.01, -0.11], [0.11, -0.09, -0.01], [0.07, -0.04, -0.25], [-0.24, -0.04, 0.12], [0.42, -0.57, 0.25], [0.28, 0.45, -0.25], [0.08, -0.26, 0.61], [-0.85, 0.03, -1.01], [-0.22, 0.11, 0.46], [0.86, -0.50, -0.17], [-0.60, -0.19, -0.26], [0.13, -0.13, -0.07], [0.22, 0.09, 0.11], [0.29, -0.09, 0.17], [-0.34, 0.09, 0.12], [0.17, 0.25, 0.23], [0.28, -0.51, 0.96], [0.02, 0.48, -0.18], [-0.17, -0.16, -0.22], [0.15, -0.78, 0.10], [-0.09, 0.31, -0.20], [-0.16, 0.05, -1.05], [-0.32, 0.00, -0.01], [0.37, 0.23, 0.07], [-0.18, 0.20, -0.06], [0.09, 0.07, 0.49], [-0.01, 0.14, -0.01], [0.32, 1.04, 1.15], [-0.11, 0.47, -0.65], [-0.13, -0.37, 0.25], [0.09, 0.11, 0.29], [-0.12, -0.35, -0.31], [-0.23, -0.51, -0.60], [0.27, -0.36, -0.12], [0.46, -0.45, -0.35], [-0.31, 0.98, -0.25], [0.07, -0.06, 0.26], [0.16, -0.45, -0.01], [-0.27, 0.04, 0.13], [-0.14, 0.07, 0.07], [-0.04, -0.10, 0.27], [-0.09, -0.03, -0.09], [-0.18, 0.55, 0.41], [0.02, -0.32, -0.01], [0.17, -0.18, -0.21], [-0.11, 0.07, -0.08], [0.07, 0.19, -0.03], [0.15, -0.29, -0.09], [-0.55, -1.04, 0.27], [-0.69, 0.44, 0.08], [0.18, 0.12, 0.00], [0.37, -0.18, 0.09], [-0.18, 0.06, -0.11], [0.38, 0.36, -0.33], [0.49, 0.21, 0.07], [0.24, 0.76, -0.36], [0.56, -0.14, 0.68], [-0.40, 0.14, -0.55], [-0.33, -0.16, -0.24], [0.04, -0.25, 0.41], [-0.15, 0.04, 0.00], [-0.03, -0.17, 0.08]], "smiles": "C[N+](=O)[O-].C[N+](=O)[O-].C[N+](=O)[O-].C[N+](=O)[O-].C[N+](=O)[O-].c1ccncc1.c1ccncc1.c1ccncc1.c1ccncc1", "relative_energy_kcal_mol": 0.0, "fmax_ev_per_a": 2.3, "orbital_gap_ev": 9.78, "energy_ha": -2218.31638}